1.
# C44H35FeN3O4P2S2SbSe2

C44H35FeN3O4P2S2SbSe2 as an isolated structure (ωB97M-V with the def2-TZVPD basis set, the OMol25 dataset).

As for the expectation value of S²: 0.81. For the frontier orbital gap (alpha / beta), the calculation gives 0.2634 / 0.2842 hartree. The spin multiplicity is 2. The calculation puts the energy above the lowest of the compared OMol25 structures with the same formula, charge and spin at 102.9 kJ/mol. The value obtained for the LUMO energy (alpha / beta) is -0.73 / -0.16 eV. The calculation puts the total energy at -270721.9682 eV. Its charge is 0.

```
94
C44H35FeN3O4P2S2SbSe2 (ωB97M-V with the def2-TZVPD basis set)
Fe 2.588 1.506 0.255
Se -2.455 -3.127 0.833
P -0.474 -3.232 1.542
C -0.375 -3.705 3.286
C 0.297 -4.855 3.682
C 0.283 -5.246 5.015
C -0.398 -4.488 5.952
C -1.069 -3.336 5.558
C -1.064 -2.948 4.232
C 0.576 -4.424 0.677
C 1.962 -4.291 0.686
C 2.753 -5.271 0.106
C 2.164 -6.376 -0.490
C 0.783 -6.509 -0.503
C -0.012 -5.538 0.082
C 0.433 -1.672 1.464
C 0.829 -0.859 0.408
N 1.271 0.286 0.985
N 1.182 0.177 2.294
N 0.668 -0.985 2.605
P 0.754 -0.873 -1.372
Se 1.491 1.112 -1.861
C -1.009 -0.982 -1.796
C -1.818 -0.149 -1.022
C -3.183 -0.099 -1.231
C -3.767 -0.875 -2.220
C -2.973 -1.698 -2.998
C -1.603 -1.752 -2.790
C 1.822 -2.137 -2.108
C 3.157 -2.048 -1.708
C 4.123 -2.833 -2.310
C 3.773 -3.728 -3.308
C 2.450 -3.831 -3.704
C 1.479 -3.030 -3.119
H 0.838 -5.450 2.958
H 0.807 -6.144 5.315
H -0.410 -4.792 6.990
H -1.601 -2.741 6.289
H -1.595 -2.057 3.921
H 2.426 -3.434 1.163
H 3.829 -5.166 0.118
H 2.785 -7.136 -0.949
H 0.325 -7.374 -0.965
H -1.092 -5.623 0.074
H -1.378 0.443 -0.228
H -3.798 0.525 -0.597
H -4.838 -0.848 -2.374
H -3.415 -2.317 -3.768
H -1.032 -2.416 -3.413
H 3.455 -1.348 -0.942
H 5.154 -2.737 -1.994
H 4.530 -4.342 -3.781
H 2.166 -4.526 -4.483
H 0.470 -3.131 -3.476
S 1.961 3.663 0.221
Sb -0.293 3.948 -0.189
C -0.574 5.956 0.331
C -0.165 6.389 1.589
C -0.324 7.720 1.942
C -0.885 8.614 1.041
C -1.290 8.183 -0.213
C -1.135 6.851 -0.572
C -1.525 2.828 1.062
C -2.878 2.638 0.778
C -3.662 1.898 1.647
C -3.100 1.359 2.798
C -1.763 1.568 3.088
C -0.967 2.306 2.221
C -0.814 3.875 -2.208
C 0.039 4.536 -3.088
C -0.185 4.450 -4.453
C -1.246 3.700 -4.937
C -2.095 3.041 -4.061
C -1.881 3.129 -2.693
H 0.288 5.699 2.292
H -0.005 8.060 2.918
H -1.004 9.654 1.317
H -1.725 8.883 -0.914
H -1.453 6.520 -1.554
H -3.330 3.075 -0.102
H -4.708 1.734 1.426
H -3.713 0.768 3.467
H -1.318 1.125 3.969
H 0.088 2.423 2.433
H 0.891 5.096 -2.719
H 0.481 4.957 -5.139
H -1.407 3.621 -6.005
H -2.915 2.443 -4.436
H -2.529 2.582 -2.026
O 3.849 1.846 1.714
S 4.715 0.987 0.796
O 6.085 0.837 1.120
O 4.372 1.699 -0.524
O 3.852 -0.229 0.679
```

2.
# C44H36BrN4SSbSe4TeTi

C44H36BrN4SSbSe4TeTi as an isolated structure (ωB97M-V with the def2-TZVPD basis set, the OMol25 dataset).

For the frontier orbital gap, the calculation gives 0.2099 hartree. The spin multiplicity is 1. The calculation puts the energy above the lowest of the compared OMol25 structures with the same formula, charge and spin at 0.0 kJ/mol. The value obtained for the LUMO energy is 3.47 eV. The calculation puts the total energy at -431384.8665 eV. Its charge is -2.

```
93
C44H36BrN4SSbSe4TeTi (ωB97M-V with the def2-TZVPD basis set)
Ti 1.021 0.902 -0.799
C 2.798 4.049 -1.404
C 1.655 3.894 -0.434
C 1.783 4.667 0.801
C 1.206 4.401 1.975
C -0.958 3.463 1.133
C -0.512 2.826 -0.145
N 0.693 3.082 -0.756
C -1.396 1.958 -0.815
C -2.797 1.897 -0.518
C -3.593 1.095 -1.271
C -3.047 0.351 -2.338
C -1.692 0.365 -2.535
N -0.863 1.079 -1.725
C -1.104 -0.397 -3.678
C -1.666 -0.293 -4.944
C -1.074 -1.007 -5.976
C 0.047 -1.768 -5.711
C 0.552 -1.804 -4.411
C 1.805 -2.557 -4.070
N -0.039 -1.142 -3.422
H 3.182 5.070 -1.367
H 3.625 3.380 -1.153
H 2.499 3.814 -2.422
H 2.533 5.449 0.771
H 1.475 4.990 2.846
H -1.771 2.872 1.562
H -3.217 2.527 0.253
H -4.657 1.048 -1.069
H -3.671 -0.254 -2.980
H -2.507 0.365 -5.118
H -1.460 -0.932 -6.985
H 0.569 -2.290 -6.501
H 2.594 -2.332 -4.791
H 2.154 -2.253 -3.084
H 1.626 -3.636 -4.067
Br 3.620 0.428 0.622
C 3.642 -1.392 0.116
C 4.819 -2.071 0.165
C 4.822 -3.466 -0.056
C 3.650 -4.120 -0.282
C 2.420 -3.415 -0.355
C 1.209 -4.102 -0.619
C 0.044 -3.404 -0.737
C 0.043 -1.996 -0.615
C 1.177 -1.258 -0.365
C 2.389 -2.004 -0.192
H 5.739 -1.544 0.375
H 5.761 -4.006 -0.035
H 3.639 -5.193 -0.437
H 1.234 -5.179 -0.741
H -0.883 -3.923 -0.957
H -0.908 -1.495 -0.759
S 1.030 1.707 2.060
C 0.192 3.326 2.195
N -0.359 3.400 3.543
C -1.385 4.182 3.969
C -2.070 5.170 3.342
C -1.943 5.602 1.961
C -1.428 4.878 0.962
H -0.154 2.580 4.089
H -1.652 3.975 5.001
H -2.781 5.701 3.963
H -2.305 6.601 1.735
H -1.327 5.321 -0.023
Se 4.742 3.428 -4.747
Sb 4.007 1.177 -5.050
Se 2.320 0.844 -2.643
Se 2.310 0.762 -6.670
Se 5.472 -0.614 -4.448
Te -1.612 -0.144 2.109
C -0.355 -1.295 3.361
C -0.215 -0.943 4.701
C 0.644 -1.652 5.528
C 1.373 -2.721 5.022
C 1.241 -3.072 3.687
C 0.383 -2.360 2.856
C -3.185 -1.597 2.057
C -4.475 -1.261 2.462
C -5.521 -2.169 2.341
C -5.288 -3.435 1.826
C -4.005 -3.784 1.424
C -2.966 -2.870 1.529
H -0.778 -0.106 5.094
H 0.751 -1.364 6.567
H 2.052 -3.268 5.665
H 1.822 -3.888 3.274
H 0.323 -2.617 1.807
H -4.663 -0.277 2.877
H -6.519 -1.886 2.658
H -6.101 -4.146 1.734
H -3.813 -4.769 1.013
H -1.975 -3.149 1.190
```

3.
# C44H36Cl3N5O2PS2Se2SiYb

C44H36Cl3N5O2PS2Se2SiYb as an isolated structure (ωB97M-V with the def2-TZVPD basis set, the OMol25 dataset).

As for the expectation value of S²: 0.75. For the frontier orbital gap (alpha / beta), the calculation gives 0.1649 / 0.1623 hartree. The spin multiplicity is 2. The calculation puts the energy above the lowest of the compared OMol25 structures with the same formula, charge and spin at 263.9 kJ/mol. The value obtained for the LUMO energy (alpha / beta) is 3.23 / 3.16 eV. The calculation puts the total energy at -296387.2155 eV. Its charge is -2.

```
97
C44H36Cl3N5O2PS2Se2SiYb (ωB97M-V with the def2-TZVPD basis set)
Yb 0.465 -0.794 -0.570
Se 1.457 2.096 1.692
P 0.523 3.849 0.914
Se -1.180 3.251 -0.324
C 1.788 4.729 -0.087
C 1.630 4.946 -1.446
C 2.757 5.329 -2.219
C 3.984 5.562 -1.616
C 4.047 5.504 -0.223
C 2.966 5.112 0.564
C -0.146 5.137 1.967
C -0.382 4.815 3.309
C -0.914 5.811 4.158
C -1.056 7.154 3.735
C -0.806 7.457 2.364
C -0.331 6.468 1.516
H 0.627 4.724 -1.918
H 2.638 5.565 -3.262
H 4.830 5.890 -2.186
H 4.948 5.775 0.309
H 3.084 5.085 1.635
H -0.202 3.795 3.665
H -1.096 5.546 5.195
H -1.347 7.937 4.463
H -0.942 8.434 1.910
H -0.136 6.725 0.467
N -0.736 0.970 -4.487
C -1.307 0.507 -3.368
N -0.352 0.281 -2.462
C 0.823 0.681 -3.112
N 0.580 1.109 -4.343
C 2.183 0.552 -2.714
C 3.151 0.873 -3.669
N 4.445 0.836 -3.390
C 4.807 0.245 -2.234
C 3.860 -0.111 -1.313
N 2.538 -0.013 -1.515
H -1.231 1.275 -5.318
H -2.374 0.458 -3.219
H 2.860 1.168 -4.682
H 5.875 0.181 -2.056
H 4.156 -0.530 -0.349
Cl -2.392 0.300 1.897
C -2.665 -0.977 3.030
C -3.887 -1.022 3.765
C -4.037 -1.994 4.737
C -3.037 -2.930 5.004
C -1.869 -2.912 4.232
Cl -0.844 -4.225 4.556
C -1.590 -1.864 3.276
S -0.064 -1.617 2.539
H -4.625 -0.301 3.519
H -4.926 -1.949 5.364
H -3.151 -3.694 5.751
Cl 2.408 -5.552 -1.781
C 0.804 -4.952 -1.425
C 0.591 -3.446 -1.352
O 1.276 -2.596 -1.943
O -0.383 -3.070 -0.480
H 0.433 -5.411 -0.511
H 0.140 -5.342 -2.187
S 3.351 -2.433 1.762
C 4.910 -2.216 2.412
C 6.028 -1.830 1.613
C 7.214 -1.437 2.213
C 7.381 -1.520 3.567
C 6.356 -1.971 4.380
C 5.143 -2.325 3.801
H 5.846 -1.684 0.529
H 8.030 -1.005 1.613
H 8.244 -1.099 4.007
H 6.506 -2.064 5.437
H 4.265 -2.721 4.349
C -3.574 -6.068 -3.923
C -2.565 -5.165 -4.222
C -2.261 -4.161 -3.342
C -2.970 -4.111 -2.120
C -4.038 -4.958 -1.882
C -4.322 -5.974 -2.753
Si -2.514 -2.519 -1.042
C -4.161 -1.515 -1.122
C -4.900 -1.416 -2.316
C -5.972 -0.505 -2.416
C -6.280 0.308 -1.331
C -5.652 0.130 -0.108
C -4.631 -0.826 -0.017
H -3.889 -6.794 -4.663
H -2.054 -5.244 -5.193
H -1.468 -3.433 -3.511
H -4.634 -4.798 -0.977
H -5.118 -6.698 -2.573
H -2.676 -3.054 0.373
H -4.525 -1.927 -3.229
H -6.541 -0.500 -3.323
H -7.015 1.110 -1.457
H -5.940 0.738 0.746
H -4.237 -1.150 0.947
```